(1)
Formula: C7H10N3O2S
Source: the OMol25 dataset
Level of theory: ωB97M-V/def2-TZVPD

Summary:
LUMO level, eV: -4.70
Total charge: +1
Relative energy (zero: lowest compared OMol25 entry of this formula, charge and spin), eV: 6.169
Maximum force, eV/Å: 5.8
Total energy, eV: -26807.0977

Geometry as XYZ:
```
23
Properties=species:S:1:pos:R:3:forces:R:3
S -0.0070 0.2084 -3.0112 0.329 -0.776 -2.587
O -1.1884 -2.5482 3.6323 0.128 0.701 -0.961
O -1.9431 -1.3900 1.9317 0.918 -0.378 0.480
N -1.0719 -1.7181 2.7252 -2.707 -1.564 0.819
N 0.4150 -0.3733 -0.4626 -1.351 1.991 0.154
N -0.3327 1.6660 -0.7248 0.331 0.045 0.787
C -0.2298 1.4220 0.6449 -0.126 0.124 0.764
C 1.0939 -0.8408 3.6120 -2.697 -0.001 2.044
C 0.1482 -1.0728 2.7334 2.546 3.410 -3.950
C -0.1898 1.8219 -3.8672 -2.427 1.305 0.391
C 0.2022 0.1520 0.7711 -0.327 -1.125 4.570
C 0.4975 -1.7193 -0.7552 2.840 -4.258 0.907
C 0.0204 0.5402 -1.3658 0.330 1.695 -0.008
H 1.4554 -1.9281 -1.3018 -1.438 0.260 -0.969
H 0.9171 -2.3181 0.1372 -1.525 1.153 -0.601
H 0.6376 2.4787 -3.6562 0.310 0.137 0.301
H -0.5624 2.1461 1.3947 0.346 -0.390 -0.496
H 1.7331 -0.0031 3.4757 1.002 0.023 -0.289
H -0.3430 1.8895 -4.9977 0.323 -1.274 1.568
H -1.1739 2.2487 -3.4412 1.578 -0.304 -0.683
H 0.8094 -1.1441 4.6830 0.963 -0.052 -1.614
H -0.4658 -2.1396 -1.0902 0.796 -0.015 -0.211
H -0.4221 2.6220 -1.0671 -0.144 -0.709 -0.416
```
Forces are in eV/Å.

(2)
Formula: C10H14ClNSi
Source: the OMol25 dataset
Level of theory: ωB97M-V/def2-TZVPD

Summary:
LUMO level, eV: -1.59
Relative energy (zero: lowest compared OMol25 entry of this formula, charge and spin), eV: 5.165
Maximum force, eV/Å: 5.6
Total energy, eV: -32483.9304

Geometry as XYZ:
```
27
Properties=species:S:1:pos:R:3:forces:R:3
Cl 3.0340 -2.5871 0.5802 -0.369 0.378 -0.048
Si 0.1565 0.8440 0.1024 1.136 -0.442 0.315
N 1.5881 0.4368 -0.6607 -0.370 2.247 1.144
C 1.6500 -0.5322 -1.7167 -3.763 0.045 -0.195
C -2.6017 -0.1187 0.0156 -0.686 0.901 -0.506
C -0.9211 -1.7720 0.2076 1.587 -2.801 1.107
C -1.9170 -2.7507 0.3382 -0.160 -1.578 -0.925
C -0.8091 2.6321 1.9473 0.366 0.070 -0.747
C -1.2570 -0.4417 0.0914 1.297 0.769 0.161
C -3.5628 -1.1338 -0.0989 -1.109 -0.294 0.091
C 2.9747 0.9164 -0.2183 -0.420 -2.327 -4.521
C 0.1785 2.4627 1.0579 -1.704 -1.618 -0.013
C -3.2413 -2.4953 0.0831 2.821 4.817 0.181
H -3.9415 -3.2104 0.0163 -2.376 -2.442 -0.145
H -4.6344 -1.0130 -0.3221 0.633 0.899 0.219
H 2.7891 1.5294 0.5432 -0.180 2.720 3.207
H 1.4535 -1.4687 -1.2182 0.288 -0.804 -0.630
H -1.5009 1.8623 2.2364 -0.163 -0.181 0.268
H 0.6476 3.3840 0.8263 1.107 0.294 -0.668
H 2.6111 -0.4700 -2.0556 2.289 -0.404 -1.486
H 0.1131 -2.2303 0.3293 -0.880 1.259 -0.259
H -0.9411 3.6409 2.2825 -0.354 0.216 0.721
H 3.3632 -0.0706 0.1513 0.657 0.887 -0.484
H 3.5194 1.5020 -1.1270 -1.153 -1.747 2.211
H 0.8523 -0.2557 -2.5040 1.443 -0.737 0.907
H -1.7632 -3.8420 0.4183 1.030 0.827 0.279
H -2.7457 0.9816 -0.0101 -0.966 -0.953 -0.187
```
Forces are in eV/Å.

(3)
Formula: CH2N2S2
Source: the OMol25 dataset
Level of theory: ωB97M-V/def2-TZVPD

Summary:
LUMO level (spin up / spin down), eV: -1.80 / -1.80
SMILES string: N=C=S.N=S
Relative energy (zero: lowest compared OMol25 entry of this formula, charge and spin), eV: 1.824
Maximum force, eV/Å: 3.6
Total energy, eV: -25717.3876

Geometry as XYZ:
```
7
Properties=species:S:1:pos:R:3:forces:R:3
S -0.4244 -1.4567 -0.8605 -1.441 1.106 0.289
S 2.6692 -0.4492 0.3990 0.442 -0.761 0.040
N 0.6012 1.3461 0.3381 -3.285 0.910 -0.969
N -1.5585 -0.4268 -0.4008 -0.340 -2.884 0.999
C 1.4250 0.4917 0.3255 -0.219 0.985 0.002
H -2.2724 -1.0068 0.2246 1.566 1.529 -1.436
H -0.4401 1.5017 -0.0258 3.277 -0.885 1.077
```
Forces are in eV/Å.

(4)
Formula: C3H5N3
Source: the OMol25 dataset
Level of theory: ωB97M-V/def2-TZVPD

Summary:
LUMO level, eV: 0.58
Relative energy (zero: lowest compared OMol25 entry of this formula, charge and spin), eV: 3.775
Maximum force, eV/Å: 1.0
Total energy, eV: -7658.6801

Geometry as XYZ:
```
11
Properties=species:S:1:pos:R:3:forces:R:3
N -0.6066 -1.1636 -1.8586 0.044 0.166 0.095
N -1.4754 -2.3763 0.8805 0.569 0.519 0.626
N -0.1234 -0.3307 -1.0719 0.332 0.305 0.401
C 0.9426 1.6912 -0.0056 0.042 0.104 0.010
C -0.7571 -1.7606 1.5401 -0.584 -0.509 -0.507
C 0.4856 0.3136 -0.2826 -0.300 -0.382 -0.499
H -0.0887 -1.1842 2.1436 -0.063 -0.104 -0.058
H -1.5877 -1.3156 -1.6117 0.069 0.031 0.019
H 0.4380 2.0719 0.8872 0.046 -0.049 -0.124
H 0.7597 2.3784 -0.8378 -0.012 -0.107 0.073
H 2.0128 1.6760 0.2168 -0.142 0.028 -0.036
```
Forces are in eV/Å.

relative energy (zero: lowest compared OMol25 entry of this formula, charge and spin) of number 2 (C10H14ClNSi)?
5.165 eV

The lowest maximum force belongs to which entry?
C3H5N3

The highest total energy belongs to which entry?
C3H5N3